1.
Molecular formula: C24F20GeS5SbTc
Method: DFT, ωB97M-V/def2-TZVPD

Computed properties:
energy relative to the best compared isomer or geometry (same formula, charge and spin): 30.0 kcal per mole
LUMO level: -9.555 eV

Geometry as ORCA input:
```
! RIJCOSX wB97M-V def2-TZVPD def2/J DEFGRID3
* xyz 2 1
Sb 2.2785 2.8994 0.3597
Tc -0.0939 -0.5239 0.0909
Ge 0.1523 -4.7798 -0.2162
S 0.5535 -0.3899 1.9836
S 0.9085 0.9446 -1.0053
S 2.6980 1.9204 2.2190
S -0.0322 -2.4239 -0.8417
S 2.3617 4.3426 -1.2024
F -2.3145 -1.8408 1.6210
F -4.5808 2.0564 -1.3829
F -3.6609 -6.4889 -4.5337
F -2.8816 -7.2385 3.2561
F -4.4995 -4.8853 -2.5231
F -1.9215 1.7976 -1.3878
F 2.8946 -3.0141 -0.6852
F 0.7122 -3.2706 2.4215
F 3.7806 -8.3586 -0.2431
F -2.7503 -4.0966 -0.6214
F -1.8919 -6.8457 0.7904
F -6.1046 0.4263 0.1148
F 0.6751 -6.4939 -2.8117
F 5.8329 -6.6443 -0.6810
F -0.3148 -3.6509 4.8772
F -4.9954 -1.5156 1.6298
F 5.3848 -3.9888 -0.8958
F -1.0831 -7.2850 -4.6781
F -2.1054 -5.6431 5.2969
F 1.2450 -7.3748 -0.0392
C -1.6196 -5.4491 4.0938
C -0.5928 -6.0958 -2.7112
C -2.8089 -6.1063 -3.6127
C -0.7028 -4.4269 3.8769
C -1.4828 -6.5135 -3.6855
C 2.2810 -6.5461 -0.2512
C -0.5846 -5.0251 1.5306
C -4.8074 0.2783 0.1237
C -2.6410 0.9649 -0.6432
C 4.3751 -4.8193 -0.6924
C -0.2045 -4.2420 2.6058
C 2.0126 -5.1903 -0.3686
C -4.0143 1.1194 -0.6511
C -2.0157 -6.2671 3.0445
C 3.5557 -7.0645 -0.3545
C -2.0380 -0.0320 0.1308
C -2.8642 -0.8616 0.8953
C 3.0827 -4.3406 -0.5840
C 4.6079 -6.1843 -0.5797
C -0.9973 -5.2918 -1.6508
C -4.2341 -0.7206 0.9056
C -2.3292 -4.8963 -1.6186
C -3.2400 -5.2852 -2.5764
C -1.4934 -6.0465 1.7807
*
```

=====

2.
Molecular formula: C24H13ClF3I2N4O7Ru
Method: DFT, ωB97M-V/def2-TZVPD

Computed properties:
LUMO level (alpha / beta): -3.758 / -3.533 eV

Geometry as ORCA input:
```
! RIJCOSX wB97M-V def2-TZVPD def2/J DEFGRID3
* xyz 0 2
I 3.8399 -0.5842 -2.3426
I 2.7970 1.9547 -0.6577
Ru 0.7154 0.4694 0.4894
Cl -4.6006 5.4422 -0.3987
F -0.4331 -2.0111 1.2456
F -0.2445 -0.7358 2.9398
F -1.7692 -0.3184 1.5094
O 2.1568 -3.5922 -5.3894
O 0.5723 -4.6855 -6.3485
O -0.9989 -0.6593 -0.9125
O -0.2685 1.6482 -0.9036
O -4.2924 -3.3431 -2.8636
O 1.1166 -1.1771 -0.8977
O -3.8717 -4.5590 -4.5901
N 0.1843 1.8780 1.8480
N 2.0488 0.0324 1.9294
N -3.5476 -3.8209 -3.6880
N 1.0136 -3.9756 -5.4741
C 0.0842 -3.5428 -4.4410
C -0.4950 -0.7184 1.5999
C 0.7233 2.5945 4.1517
C 2.5462 1.4733 5.2761
C -0.0485 -1.3255 -1.3566
C 3.8397 -1.1385 2.9380
C -0.9172 2.6266 1.7470
C 0.5369 -2.7356 -3.3995
C 3.7388 -0.3722 4.0818
C 1.5398 2.4209 5.2533
C -1.2298 2.4540 -0.7391
C -3.3319 4.2896 -0.5083
C -2.9475 3.8235 -1.7776
C -1.7149 -2.6602 -2.5470
C -1.2473 -3.9158 -4.5529
C -1.6196 2.9480 0.5705
C -0.3755 -2.2906 -2.4539
C -2.1397 -3.4699 -3.5895
C 2.9797 -0.9182 1.8699
C 1.9342 0.8186 3.0208
C -1.9283 2.9179 -1.8812
C 0.9021 1.8035 3.0034
C 2.7650 0.6459 4.1577
C -2.6963 3.8506 0.6355
H -3.0010 4.2440 1.5946
H -0.0520 3.3389 4.1976
H 4.5891 -1.9065 2.8528
H 4.3879 -0.5461 4.9260
H -1.5795 -4.5349 -5.3746
H 3.1516 1.3479 6.1599
H 1.5794 -2.4570 -3.3494
H 1.3822 3.0468 6.1185
H -3.4576 4.1708 -2.6607
H 3.0283 -1.5015 0.9542
H -1.3202 3.0433 2.6637
H -2.4171 -2.3057 -1.8069
H -1.6103 2.5194 -2.8318
*
```

=====

3.
Molecular formula: C24H14Br2Cl3F5N4ORh
Method: DFT, ωB97M-V/def2-TZVPD

Computed properties:
energy relative to the best compared isomer or geometry (same formula, charge and spin): 44.3 kcal per mole
LUMO level (alpha / beta): -4.041 / -5.331 eV

Geometry as ORCA input:
```
! RIJCOSX wB97M-V def2-TZVPD def2/J DEFGRID3
* xyz 1 5
Rh 0.3191 -1.0960 -0.7493
Br -2.8314 -4.7400 4.6098
Br -2.8926 -4.8331 -0.9966
Cl 1.3865 3.4251 3.0969
Cl 3.3605 3.3041 0.9986
Cl 3.8602 1.9758 3.5061
F -1.8411 -2.0582 -3.1980
F -0.2004 -3.4912 -3.1614
F -0.4171 -2.1326 -4.8268
F -0.0589 -0.0052 -3.3447
F 1.5953 -1.4473 -3.2621
O -0.9109 -2.5841 -0.6586
N 1.7962 1.2729 -1.6951
N -0.0090 -1.3658 1.5819
N -0.9208 0.8274 -0.6796
N 1.6756 0.1163 -1.0583
C -2.2301 -4.0268 2.9722
C 3.0522 1.5131 -2.1935
C 2.3205 3.5575 -3.1234
C -1.3180 -2.9425 2.9564
C -0.5936 1.9801 -1.2745
C -0.8085 -2.3387 4.1233
C 1.2989 0.3269 2.8326
C -2.1339 0.6639 -0.1517
C -0.5602 -2.2613 -3.5007
C -2.2498 -4.0636 0.5812
C 0.0375 -1.2939 4.0036
C 0.4349 -0.7896 2.7282
C 1.0634 3.3135 -2.6052
C 0.7676 2.1786 -1.8714
C -1.3606 -3.0255 0.5130
C -1.5132 3.0226 -1.3194
C 0.3343 -1.2105 -2.8045
C -2.6913 -4.5723 1.8160
C -3.1020 1.6496 -0.1824
C -0.8843 -2.4266 1.7128
C 1.9495 1.1378 1.7749
C -2.7752 2.8531 -0.7763
C 2.6086 2.3932 2.3334
C 3.3378 2.6382 -2.9027
H 2.5030 4.4581 -3.6952
H -1.2658 3.9751 -1.7586
H 1.4959 0.6363 3.8516
H -2.3242 -0.2970 0.3114
H -3.3875 -5.3991 1.8350
H 2.7152 0.5642 1.2505
H 4.3381 2.7823 -3.2858
H -4.0768 1.4718 0.2510
H 0.4384 -0.8094 4.8847
H -1.0960 -2.7130 5.0954
H 3.7531 0.7227 -1.9769
H 0.2851 4.0332 -2.7901
H -3.4912 3.6640 -0.8168
H 1.2172 1.4662 1.0390
*
```